one.
C39H57BN12O2S4V as an isolated structure. Source: the Open Molecules 2025 dataset; level of theory: wB97M-V/def2-TZVPD.

The molecular weight comes out at 915.99 g/mol. The value obtained for the HOMO energy (alpha / beta) is -12.1 / -12.0 eV. As for the total charge: +2. For the LUMO energy (alpha / beta), the calculation gives -4.959 / -4.958 eV. The spin multiplicity is 2. The calculation puts the orbital gap (alpha / beta) at 7.2 / 7.0 eV. Its expectation value of S² is 0.84.

```
116
Properties=species:S:1:pos:R:3:lowdin_charge:R:1
V 0.11 0.03 -0.18 0.311
C 3.90 -3.11 -0.81 -0.043
C 2.87 -3.22 0.27 -0.225
C 2.58 -4.40 0.90 0.100
C 1.59 -4.42 1.91 -0.181
N 0.87 -3.36 2.17 0.200
N 1.13 -2.22 1.55 0.020
B 0.30 -0.95 1.87 -0.598
N -1.07 -1.28 2.52 0.031
N -1.08 -2.02 3.63 0.202
C -2.21 -2.31 4.21 -0.182
C -3.44 -1.85 3.66 0.084
C -3.44 -1.06 2.56 -0.221
C -4.71 -0.49 2.01 -0.041
C -2.18 -0.78 1.96 -0.538
S -2.04 0.27 0.63 0.783
C -2.25 -3.10 5.50 -0.542
C -0.84 -3.47 5.97 -0.041
C -3.06 -4.39 5.29 -0.023
C -2.92 -2.25 6.59 -0.031
N 1.11 0.08 2.71 -0.006
N 1.68 -0.46 3.79 0.196
C 2.39 0.27 4.59 -0.189
C 2.55 1.66 4.36 0.085
C 1.99 2.23 3.26 -0.233
C 2.17 3.67 2.92 -0.060
C 1.25 1.39 2.38 -0.583
S 0.62 2.01 0.93 0.706
C 3.06 -0.39 5.78 -0.546
C 2.81 -1.90 5.76 -0.052
C 2.47 0.20 7.07 -0.027
C 4.57 -0.13 5.73 -0.031
C 2.14 -2.08 0.67 -0.543
S 2.47 -0.52 0.09 0.856
C 1.37 -5.63 2.80 -0.533
C 2.08 -6.89 2.30 -0.051
C 1.95 -5.25 4.17 -0.031
C -0.14 -5.90 2.89 -0.036
H 4.40 -4.07 -0.96 0.091
H 4.63 -2.35 -0.56 0.083
H 3.42 -2.81 -1.74 0.090
H 3.10 -5.30 0.62 0.125
H -4.37 -2.11 4.14 0.131
H -5.46 -0.43 2.79 0.094
H -5.10 -1.14 1.22 0.086
H -4.53 0.50 1.58 0.060
H -0.37 -4.13 5.25 0.055
H -0.90 -3.97 6.93 0.100
H -0.23 -2.57 6.07 0.066
H -2.64 -4.99 4.49 0.080
H -4.10 -4.18 5.06 0.083
H -3.03 -4.97 6.21 0.097
H -2.37 -1.32 6.75 0.093
H -2.93 -2.82 7.52 0.095
H -3.95 -2.00 6.34 0.080
H 3.13 2.27 5.04 0.131
H 2.73 4.18 3.70 0.091
H 1.20 4.15 2.78 0.082
H 2.70 3.76 1.97 0.086
H 1.75 -2.11 5.74 0.051
H 3.25 -2.36 6.65 0.098
H 3.27 -2.34 4.87 0.083
H 1.39 0.03 7.11 0.090
H 2.65 1.27 7.15 0.083
H 2.92 -0.28 7.94 0.095
H 4.98 -0.50 4.79 0.094
H 5.05 -0.67 6.54 0.095
H 4.82 0.92 5.83 0.081
H 3.16 -6.77 2.29 0.086
H 1.74 -7.17 1.30 0.094
H 1.84 -7.71 2.98 0.096
H 3.04 -5.17 4.12 0.093
H 1.70 -6.01 4.91 0.097
H 1.56 -4.29 4.50 0.049
H -0.51 -6.26 1.93 0.095
H -0.67 -4.99 3.14 0.050
H -0.34 -6.66 3.65 0.094
N -5.77 0.33 -4.39 0.076
C -4.83 -0.54 -3.73 -0.323
C -3.83 -1.18 -4.45 -0.021
C -2.87 -1.92 -3.77 -0.053
C -2.89 -1.97 -2.39 -0.255
C -3.93 -1.40 -1.68 -0.073
C -4.92 -0.70 -2.36 -0.034
S -1.50 -2.64 -1.47 0.639
O -1.90 -2.78 -0.09 -0.301
O -0.97 -3.77 -2.15 -0.252
N -0.33 -1.46 -1.38 -0.172
C 0.22 -0.87 -2.46 -0.499
N 1.03 0.15 -2.10 -0.061
C 1.71 0.78 -3.04 -0.102
C 1.59 0.43 -4.38 -0.026
C 0.67 -0.57 -4.66 -0.090
N -0.02 -1.21 -3.72 0.153
H -5.75 0.18 -5.39 0.093
H -6.72 0.14 -4.06 0.102
H -3.79 -1.11 -5.53 0.118
H -2.11 -2.47 -4.31 0.111
H -3.97 -1.53 -0.62 0.074
H -5.75 -0.27 -1.82 0.119
H 2.38 1.58 -2.71 0.134
H 2.16 0.92 -5.15 0.111
H 0.46 -0.88 -5.68 0.123
N -4.39 3.47 -3.61 0.166
C -2.92 3.33 -3.42 -0.149
C -2.60 2.60 -2.10 -0.250
N -1.31 1.92 -2.12 0.027
H -4.59 4.13 -4.36 0.166
H -4.82 3.83 -2.76 0.166
H -4.84 2.45 -3.89 0.205
H -2.45 4.31 -3.42 0.137
H -2.53 2.75 -4.26 0.132
H -3.35 1.84 -1.90 0.101
H -2.59 3.30 -1.26 0.131
H -0.55 2.59 -2.17 0.090
H -1.26 1.30 -2.92 0.077
```

---

two.
C39H57BN12O2S4V as an isolated structure. Source: the Open Molecules 2025 dataset; level of theory: wB97M-V/def2-TZVPD.

The molecular weight comes out at 915.99 g/mol. The value obtained for the HOMO energy (alpha / beta) is -11.8 / -11.8 eV. As for the total charge: +2. For the LUMO energy (alpha / beta), the calculation gives -5.085 / -5.085 eV. The spin multiplicity is 2. The calculation puts the orbital gap (alpha / beta) at 6.7 / 6.7 eV. Its expectation value of S² is 0.84.

```
116
Properties=species:S:1:pos:R:3:lowdin_charge:R:1
V 2.25 -0.84 -0.17 0.223
C 0.22 0.69 -4.82 -0.037
C -0.43 0.85 -3.48 -0.231
C -1.47 1.70 -3.24 0.072
C -2.01 1.82 -1.94 -0.202
N -1.57 1.07 -0.96 0.198
N -0.57 0.24 -1.20 -0.008
B -0.11 -0.77 -0.13 -0.618
N -0.66 -2.17 -0.57 -0.014
N -1.86 -2.16 -1.17 0.200
C -2.37 -3.31 -1.54 -0.186
C -1.68 -4.52 -1.29 0.082
C -0.47 -4.52 -0.68 -0.223
C 0.33 -5.77 -0.42 -0.045
C 0.06 -3.26 -0.32 -0.565
S 1.62 -3.07 0.36 0.801
C -3.72 -3.31 -2.24 -0.543
C -4.19 -1.88 -2.51 -0.053
C -3.62 -4.08 -3.56 -0.034
C -4.73 -4.02 -1.32 -0.023
N -0.71 -0.44 1.28 0.016
N -2.03 -0.61 1.42 0.200
C -2.56 -0.39 2.60 -0.186
C -1.75 0.01 3.69 0.081
C -0.41 0.19 3.54 -0.221
C 0.49 0.59 4.67 -0.041
C 0.11 -0.06 2.25 -0.531
S 1.78 0.10 1.88 0.825
C -4.06 -0.57 2.77 -0.544
C -4.32 -1.62 3.85 -0.031
C -4.66 0.78 3.20 -0.027
C -4.70 -1.01 1.46 -0.049
C 0.07 0.13 -2.37 -0.556
S 1.48 -0.86 -2.39 0.888
C -3.17 2.76 -1.63 -0.539
C -4.47 1.97 -1.86 -0.023
C -3.15 3.99 -2.55 -0.049
C -3.11 3.22 -0.17 -0.046
H -0.21 1.38 -5.55 0.088
H 0.08 -0.33 -5.19 0.098
H 1.29 0.86 -4.76 0.083
H -1.86 2.30 -4.05 0.127
H -2.11 -5.46 -1.62 0.132
H -0.20 -6.64 -0.80 0.090
H 0.51 -5.89 0.65 0.092
H 1.30 -5.70 -0.91 0.089
H -3.51 -1.36 -3.18 0.084
H -4.26 -1.31 -1.58 0.057
H -5.18 -1.92 -2.98 0.096
H -2.84 -3.66 -4.20 0.095
H -4.57 -4.00 -4.10 0.094
H -3.41 -5.14 -3.42 0.083
H -4.85 -3.48 -0.38 0.070
H -4.42 -5.04 -1.08 0.087
H -5.70 -4.07 -1.81 0.098
H -2.21 0.16 4.66 0.133
H -0.09 1.00 5.50 0.090
H 1.23 1.32 4.35 0.067
H 1.04 -0.28 5.04 0.102
H -3.91 -1.33 4.82 0.082
H -3.89 -2.59 3.58 0.096
H -5.40 -1.75 3.97 0.097
H -4.29 1.09 4.19 0.085
H -5.74 0.69 3.27 0.096
H -4.43 1.57 2.48 0.080
H -4.35 -2.00 1.17 0.068
H -4.45 -0.32 0.65 0.061
H -5.79 -1.04 1.57 0.100
H -4.55 1.65 -2.91 0.094
H -5.34 2.60 -1.63 0.097
H -4.50 1.09 -1.23 0.064
H -3.40 3.74 -3.58 0.085
H -2.16 4.47 -2.54 0.077
H -3.88 4.72 -2.20 0.095
H -3.01 2.37 0.50 0.058
H -4.02 3.77 0.08 0.094
H -2.25 3.88 -0.01 0.079
N 7.95 -3.30 3.34 0.130
C 7.20 -2.66 2.40 -0.300
C 5.80 -2.64 2.48 -0.007
C 5.05 -1.99 1.52 -0.062
C 5.69 -1.33 0.48 -0.324
C 7.08 -1.31 0.39 -0.052
C 7.83 -1.97 1.34 -0.007
S 4.78 -0.57 -0.80 0.665
O 5.65 -0.06 -1.80 -0.239
O 3.79 -1.60 -1.23 -0.488
N 3.71 0.58 -0.25 -0.208
C 4.31 1.53 0.63 -0.477
N 3.53 2.51 1.07 0.083
C 4.06 3.31 1.99 -0.140
C 5.35 3.20 2.46 -0.035
C 6.10 2.20 1.85 -0.078
N 5.59 1.38 0.95 0.134
H 7.50 -3.91 4.00 0.104
H 8.93 -3.44 3.19 0.106
H 5.31 -3.16 3.29 0.120
H 3.97 -2.02 1.60 0.062
H 7.55 -0.79 -0.43 0.122
H 8.91 -1.97 1.28 0.120
H 3.40 4.09 2.37 0.107
H 5.75 3.85 3.22 0.110
H 7.15 2.06 2.09 0.126
N 2.35 6.36 -1.32 0.200
C 2.24 4.97 -0.73 -0.143
C 1.20 4.16 -1.50 -0.261
N 1.06 2.79 -1.05 0.058
H 3.06 6.92 -0.85 0.174
H 1.46 6.86 -1.25 0.173
H 2.60 6.32 -2.31 0.173
H 1.98 5.07 0.32 0.127
H 3.23 4.51 -0.79 0.124
H 1.48 4.14 -2.56 0.127
H 0.23 4.65 -1.42 0.112
H 0.73 2.74 -0.09 0.083
H 1.93 2.28 -1.08 0.056
```

---

The most stable arrangement is two, and the next structure is 0.674 eV less stable.

---

one.
A 2-piece molecular cluster, C3H8O2 overall. Source: the Open Molecules 2025 dataset; level of theory: wB97M-V/def2-TZVPD.

The molecular weight comes out at 76.09 g/mol. The value obtained for the HOMO energy is -8.8 eV. Its structure (SMILES) is C=CO.CO. For the LUMO energy, the calculation gives 0.623 eV. The calculation puts the orbital gap at 9.5 eV.

```
13
Properties=species:S:1:pos:R:3:nbo_charge:R:1
C -1.01 -2.31 1.29 -0.249
O -1.29 -0.98 1.80 -0.741
H -0.19 -2.73 1.82 0.191
H -1.89 -3.05 1.47 0.165
H -0.86 -2.22 0.25 0.165
H -2.23 -0.77 1.61 0.473
C 1.34 1.83 -2.17 -0.502
C 0.54 1.09 -1.38 0.144
O 0.86 0.99 0.01 -0.710
H 1.09 2.05 -3.15 0.202
H 2.19 2.29 -1.75 0.209
H -0.23 0.40 -1.58 0.164
H 0.29 0.25 0.40 0.490
```

---

two.
A single C3H8O2 molecule. Source: the Open Molecules 2025 dataset; level of theory: wB97M-V/def2-TZVPD.

The molecular weight comes out at 76.09 g/mol. The value obtained for the HOMO energy is -10.1 eV. Its structure (SMILES) is COCOC. For the LUMO energy, the calculation gives 0.998 eV. The calculation puts the orbital gap at 11.1 eV.

```
13
Properties=species:S:1:pos:R:3:nbo_charge:R:1
C 0.60 2.08 0.18 -0.258
C 0.45 -0.31 0.52 0.228
C -0.82 -1.78 -0.73 -0.258
H -0.07 2.01 -0.78 0.171
H -0.14 2.29 0.99 0.167
H 1.41 2.86 0.07 0.205
H -0.63 -0.06 0.94 0.136
H 1.05 -0.97 1.36 0.167
H -0.69 -2.23 -1.78 0.210
H -1.92 -1.15 -0.53 0.155
H -0.77 -2.68 0.02 0.170
O 1.27 0.88 0.47 -0.546
O 0.26 -0.94 -0.72 -0.547
```

---

The most stable arrangement is one, and the next structure is 0.561 eV less stable.

---

one.
A 6-piece molecular cluster, C2H16O5S overall. Source: the Open Molecules 2025 dataset; level of theory: wB97M-V/def2-TZVPD.

The molecular weight comes out at 152.21 g/mol. The value obtained for the HOMO energy is -8.6 eV. Its structure (SMILES) is CCS.O.O.O.O.O. For the LUMO energy, the calculation gives 0.441 eV. The calculation puts the orbital gap at 9.1 eV.

```
24
Properties=species:S:1:pos:R:3:nbo_charge:R:1
C -2.00 -1.54 -1.54 -0.617
C -0.95 -0.40 -1.19 -0.452
S 0.81 -0.39 -1.98 -0.119
H -2.85 -1.04 -1.78 0.205
H -2.12 -2.21 -0.79 0.211
H -1.67 -2.27 -2.29 0.218
H -1.46 0.50 -1.49 0.202
H -0.73 -0.28 -0.12 0.187
H 0.92 -1.74 -1.70 0.158
H 0.61 2.32 1.05 0.511
H 0.06 3.42 0.08 0.475
O -0.21 2.60 0.53 -1.003
H 0.15 0.23 2.74 0.490
H -0.76 0.01 1.41 0.494
O -0.15 -0.51 1.97 -0.991
H 2.66 1.67 0.24 0.489
H 2.05 0.45 1.07 0.512
O 2.25 1.42 1.10 -0.982
H -1.90 1.51 0.74 0.495
H -3.11 0.92 1.42 0.487
O -2.15 0.93 1.38 -0.952
H 0.80 -1.64 1.04 0.502
H 1.99 -2.69 1.20 0.473
O 1.54 -2.09 0.66 -0.994
```

---

two.
A 6-piece molecular cluster, C2H16O5S overall. Source: the Open Molecules 2025 dataset; level of theory: wB97M-V/def2-TZVPD.

The molecular weight comes out at 152.21 g/mol. The value obtained for the HOMO energy is -8.6 eV. Its structure (SMILES) is CCS.O.O.O.O.O. For the LUMO energy, the calculation gives 0.109 eV. The calculation puts the orbital gap at 8.7 eV.

```
24
Properties=species:S:1:pos:R:3:nbo_charge:R:1
C 3.76 2.69 -1.34 -0.628
C 2.51 2.10 -0.60 -0.489
S 1.02 2.55 -1.59 -0.085
H 3.44 3.09 -2.30 0.210
H 4.28 3.45 -0.78 0.217
H 4.32 1.79 -1.58 0.218
H 2.37 2.54 0.39 0.208
H 2.48 1.03 -0.47 0.230
H 0.23 1.76 -0.89 0.118
H -2.79 -4.41 1.27 0.469
H -2.06 -3.13 1.18 0.485
O -1.90 -4.08 1.29 -0.955
H -2.93 -0.49 2.09 0.480
H -2.79 -0.23 0.58 0.496
O -2.31 -0.51 1.37 -0.975
H 0.40 -3.99 1.93 0.486
H 1.04 -3.46 0.75 0.466
O 0.99 -3.26 1.69 -0.939
H -4.90 0.30 -1.45 0.481
H -3.42 0.32 -1.53 0.477
O -4.16 0.04 -0.95 -0.953
H 0.44 -1.48 1.08 0.485
H -0.26 -0.15 1.28 0.482
O 0.58 -0.52 1.00 -0.983
```

---

The most stable arrangement is two, and the next structure is 1.106 eV less stable.

---

one.
A single C5H13N3O molecule. Source: the Open Molecules 2025 dataset; level of theory: wB97M-V/def2-TZVPD.

The molecular weight comes out at 131.18 g/mol. The value obtained for the HOMO energy is -8.6 eV. Its structure (SMILES) is C[C@@H]1N(C)[C@H]([O-])[N@+]1(C)N. For the LUMO energy, the calculation gives 0.881 eV. The calculation puts the orbital gap at 9.4 eV.

```
22
Properties=species:S:1:pos:R:3:nbo_charge:R:1
C 0.98 0.88 1.49 -0.430
N 0.62 -0.30 0.72 -0.247
N 1.28 -1.48 1.16 -0.666
C 1.02 0.01 -1.05 0.513
O 1.46 -1.01 -1.55 -0.685
H 1.39 -2.06 0.32 0.386
H 2.23 -1.27 1.46 0.350
H 1.46 1.00 -1.25 0.113
H 2.04 1.14 1.32 0.196
H 0.84 0.68 2.56 0.205
H 0.38 1.73 1.20 0.215
C -1.01 1.79 -1.27 -0.413
C -1.42 -1.73 -0.15 -0.660
C -1.06 -0.28 0.00 0.241
N -0.66 0.39 -1.12 -0.560
H -1.69 0.28 0.71 0.184
H -1.79 1.90 -2.02 0.200
H -1.38 2.24 -0.33 0.169
H -0.14 2.37 -1.60 0.192
H -0.70 -2.26 -0.78 0.242
H -1.47 -2.22 0.83 0.221
H -2.39 -1.80 -0.64 0.232
```

---

two.
A 2-piece molecular cluster, C5H13N3O overall. Source: the Open Molecules 2025 dataset; level of theory: wB97M-V/def2-TZVPD.

The molecular weight comes out at 131.18 g/mol. The value obtained for the HOMO energy is -8.2 eV. Its structure (SMILES) is CC(=O)C(N)N.C=CN. For the LUMO energy, the calculation gives 0.688 eV. The calculation puts the orbital gap at 8.9 eV.

```
22
Properties=species:S:1:pos:R:3:nbo_charge:R:1
C 0.32 1.13 -1.11 0.014
C 0.87 -1.50 1.11 0.014
C 0.28 -0.88 2.14 -0.521
C -1.92 0.64 0.10 -0.740
C -0.53 1.21 0.22 0.612
N 1.72 1.41 -0.88 -0.833
N 0.20 -0.15 -1.79 -0.863
N 0.26 -2.40 0.26 -0.818
O -0.19 2.01 1.06 -0.558
H -0.07 1.97 -1.71 0.171
H 1.89 -1.28 0.85 0.180
H 1.79 2.26 -0.32 0.383
H 2.12 0.65 -0.32 0.357
H 0.91 -0.19 -2.51 0.378
H -0.71 -0.22 -2.24 0.364
H -0.74 -2.50 0.41 0.362
H 0.49 -2.26 -0.71 0.395
H 0.85 -0.28 2.83 0.214
H -0.73 -1.12 2.43 0.188
H -2.46 0.78 1.04 0.240
H -2.47 1.15 -0.70 0.235
H -1.85 -0.42 -0.17 0.226
```

---

The most stable arrangement is two, and the next structure is 2.534 eV less stable.